P | Formula: C2H13NO4
Source: the OMol25 dataset
Level of theory: the ωB97M-V functional and the def2-TZVPD basis

Each line ends with the Mulliken charge.
CARTESIAN COORDINATES (ANGSTROEM)
C: -0.15314 1.23184 -0.87414  -0.65
N: -0.63231 0.32776 -1.90188  -0.32
C: -0.79002 -1.03013 -1.45003  -0.49
O: 0.38757 -1.78911 -1.63369  -0.53
H: 0.51270 0.71706 -0.15243  0.33
H: -0.89991 1.71500 -0.23804  0.00
H: 0.49782 2.05434 -1.17128  0.36
H: 0.02754 0.37392 -2.66675  0.26
H: -1.00478 -1.09689 -0.38612  0.38
H: -1.66855 -1.46336 -1.92450  0.35
H: 0.37484 -2.06215 -2.55998  0.32
O: -3.50886 3.28629 0.63690  -0.65
H: -2.58905 3.04559 0.78580  0.32
H: -3.71559 2.85830 -0.20561  0.33
O: -0.70391 -2.84967 1.11902  -0.64
H: 0.06874 -2.62172 1.65512  0.32
H: -0.36745 -3.58700 0.59822  0.31
O: 4.73042 0.09786 3.15670  -0.64
H: 4.67316 -0.26093 4.04507  0.32
H: 4.76079 1.05300 3.16763  0.32

Output
LUMO level	0.0230	Ha
HOMO energy	-9.0523	eV
frontier orbital gap	9.68	eV



Q | Formula: C2H13NO4
Source: the OMol25 dataset
Level of theory: the ωB97M-V functional and the def2-TZVPD basis

Each line ends with the Mulliken charge.
CARTESIAN COORDINATES (ANGSTROEM)
C: 1.34902 1.05885 2.19570  -0.81
N: 1.88707 0.71157 0.84692  -0.37
C: 0.88559 0.65787 -0.18321  -0.18
O: 0.51658 1.95131 -0.62208  -0.63
H: 0.71546 0.29285 2.59265  0.25
H: 2.24105 1.32319 2.81607  0.32
H: 0.74618 1.93101 2.04125  0.32
H: 2.74334 1.25365 0.62667  0.24
H: -0.00623 0.10483 0.15591  0.18
H: 1.28583 0.08331 -0.99379  0.31
H: 1.39042 2.20789 -1.13605  0.36
O: -1.64005 -1.48867 -0.87217  -0.66
H: -2.05789 -2.20155 -1.33278  0.31
H: -2.35268 -0.80459 -0.73380  0.30
O: -2.35535 1.27382 -0.60845  -0.63
H: -2.50581 2.01214 -0.09524  0.29
H: -1.45390 1.32593 -0.78108  0.38
O: -0.01516 -3.80401 -0.42367  -0.65
H: -0.29445 -2.82714 -0.29600  0.34
H: 0.88336 -3.44239 -0.65623  0.32

Output
LUMO level	0.0183	Ha
HOMO energy	-9.1433	eV
frontier orbital gap	9.64	eV



R | Formula: C2H13NO4
Source: the OMol25 dataset
Level of theory: the ωB97M-V functional and the def2-TZVPD basis

Each line ends with the Mulliken charge.
CARTESIAN COORDINATES (ANGSTROEM)
C: -1.90731 -2.07738 0.13114  -0.80
C: -0.76639 -2.24228 0.76415  0.07
N: 0.39297 -2.82377 0.27320  -0.57
H: -2.15495 -2.71671 -0.66863  0.27
H: -2.74543 -1.45007 0.55160  0.18
H: -0.59074 -1.86702 1.78298  0.35
H: 0.39263 -3.17066 -0.70080  0.24
H: 1.25200 -2.17681 0.40665  0.31
O: -2.88986 2.01235 -0.46698  -0.62
H: -3.62431 1.91728 0.23525  0.32
H: -3.32353 1.88614 -1.28092  0.30
O: 2.51286 3.99091 -0.18930  -0.65
H: 1.84052 4.22093 -0.83625  0.31
H: 2.29208 3.06392 0.13551  0.35
O: 2.75609 -1.05297 0.03009  -0.70
H: 2.29772 -0.23122 0.33294  0.33
H: 3.69746 -0.73820 -0.20554  0.31
O: 0.54783 1.01032 -0.00165  -0.61
H: -0.20818 1.03466 0.56246  0.30
H: 0.22856 1.41059 -0.85591  0.30

Output
LUMO level	0.0110	Ha
HOMO energy	-7.9461	eV
frontier orbital gap	8.25	eV



S | Formula: C2H13NO4
Source: the OMol25 dataset
Level of theory: the ωB97M-V functional and the def2-TZVPD basis

Each line ends with the Mulliken charge.
CARTESIAN COORDINATES (ANGSTROEM)
C: -0.43211 -0.30476 -2.62093  -0.90
N: 0.92273 -0.66526 -2.24967  -0.43
C: 1.00228 -1.60578 -1.15024  -0.18
O: 2.20599 -1.63536 -0.42748  -0.54
H: -1.06259 -1.18547 -2.85495  0.33
H: -0.37654 0.52376 -3.32168  0.33
H: -1.03343 0.10451 -1.80046  0.30
H: 1.29256 -1.09578 -3.08726  0.24
H: 0.12773 -1.52216 -0.50318  0.15
H: 0.83910 -2.57989 -1.63202  0.31
H: 2.84770 -1.05300 -0.83665  0.31
O: -2.79969 1.49837 3.12261  -0.66
H: -3.22019 2.18966 2.62605  0.32
H: -2.02688 1.82889 3.61408  0.33
O: 0.52666 -0.15686 1.76442  -0.67
H: -0.33618 -0.48643 1.58688  0.32
H: 1.12878 -0.54998 1.09852  0.38
O: -0.08195 2.52500 2.41756  -0.64
H: -0.32206 1.60727 2.26336  0.42
H: 0.79808 2.56327 1.99105  0.28

Output
LUMO level	0.0226	Ha
HOMO energy	-9.7021	eV
frontier orbital gap	10.32	eV



Stability, lowest: R



P | Formula: C2H13NO4
Source: the OMol25 dataset
Level of theory: the ωB97M-V functional and the def2-TZVPD basis

Each line ends with the Mulliken charge.
CARTESIAN COORDINATES (ANGSTROEM)
C: -1.39641 -1.13717 -0.36950  -1.14
C: -0.77719 -1.12933 -1.58938  0.08
N: 0.37139 -0.49819 -2.05910  -0.36
H: -1.67335 -0.23441 0.16142  0.35
H: -1.49401 -2.13708 0.03304  0.42
H: -1.08411 -1.88317 -2.31890  0.25
H: 0.59445 0.47690 -1.89540  0.18
H: 0.49598 -0.76543 -3.02642  0.25
O: 0.60008 2.66717 -1.20263  -0.66
H: -0.08766 3.03119 -0.64259  0.33
H: 1.13420 3.42344 -1.46422  0.31
O: -0.49089 -3.34442 1.77770  -0.65
H: 0.18662 -3.95502 1.45169  0.33
H: -0.13427 -2.46435 1.66326  0.30
O: -0.82999 1.55252 2.34020  -0.66
H: 0.13656 1.62686 2.24991  0.37
H: -1.11013 0.83722 1.77588  0.29
O: 1.91089 1.56001 1.39095  -0.70
H: 2.10281 0.62816 1.21217  0.34
H: 1.54502 1.74509 0.51193  0.37

Output
LUMO level	0.0086	Ha
HOMO energy	-7.9255	eV
frontier orbital gap	8.16	eV



Q | Formula: C2H13NO4
Source: the OMol25 dataset
Level of theory: the ωB97M-V functional and the def2-TZVPD basis

Each line ends with the Mulliken charge.
CARTESIAN COORDINATES (ANGSTROEM)
C: -1.37334 -0.14245 1.29583  -0.94
C: -2.45814 -0.70527 0.71029  0.09
N: -2.57541 -1.22214 -0.50842  -0.40
H: -0.54088 0.33586 0.71742  0.33
H: -1.22147 -0.05306 2.41435  0.23
H: -3.29228 -0.82027 1.32695  0.34
H: -1.71507 -1.72267 -0.68753  0.13
H: -3.41146 -1.74880 -0.76765  0.26
O: 2.44568 2.34653 1.26956  -0.62
H: 2.39835 2.99212 0.60871  0.30
H: 1.56356 2.46241 1.69044  0.31
O: -0.02260 -0.58076 -2.00749  -0.66
H: 0.31112 -1.47229 -1.61885  0.35
H: 0.23142 -0.64669 -3.03808  0.31
O: 1.50224 -1.96892 1.33596  -0.67
H: 0.74791 -1.26184 1.17954  0.33
H: 1.56130 -2.04827 2.26121  0.29
O: 1.97828 2.41569 -1.77820  -0.64
H: 2.33263 2.31980 -2.74663  0.32
H: 1.53818 1.52103 -1.65742  0.34

Output
LUMO level	0.0104	Ha
HOMO energy	-8.3097	eV
frontier orbital gap	8.59	eV



Stability, lowest: Q



P | Formula: C2H4N2OS
Source: the OMol25 dataset
Level of theory: the ωB97M-V functional and the def2-TZVPD basis

Each line ends with the Mulliken charge.
CARTESIAN COORDINATES (ANGSTROEM)
N: 2.16217 1.06688 0.55030  -0.24
N: 1.33908 1.45407 -0.33726  -0.36
C: 0.26891 0.81940 -0.63392  -0.32
C: -0.19254 -0.37603 0.08967  0.90
O: 0.42534 -0.95673 0.97683  -0.61
S: -1.93274 -0.96843 -0.32193  -0.21
H: 2.93157 1.71604 0.89289  0.23
H: 2.09450 0.18224 1.06972  0.24
H: -0.33863 1.13988 -1.46576  0.24
H: -2.13321 -0.19633 -1.38629  0.12

Output
LUMO level	0.0078	Ha
HOMO energy	-9.2185	eV
frontier orbital gap	9.43	eV



Q | Formula: C2H4N2OS
Source: the OMol25 dataset
Level of theory: the ωB97M-V functional and the def2-TZVPD basis

Each line ends with the Mulliken charge.
CARTESIAN COORDINATES (ANGSTROEM)
C: 1.89244 1.32007 -1.09219  -0.27
N: 0.95704 1.18747 -0.25462  -0.44
O: 0.31872 -0.01623 -0.54464  -0.13
C: -0.72211 -0.19129 0.34199  0.14
N: -1.14961 -1.38798 0.39752  -0.33
S: -2.58353 -1.55586 1.40162  -0.14
H: 2.50542 2.18669 -0.90702  0.29
H: 2.06920 0.61004 -1.89670  0.30
H: -0.92392 0.68954 0.90908  0.44
H: -2.36366 -2.84246 1.64495  0.15

Output
LUMO level	0.0356	Ha
HOMO energy	-8.7462	eV
frontier orbital gap	9.71	eV



R | Formula: C2H4N2OS
Source: the OMol25 dataset
Level of theory: the ωB97M-V functional and the def2-TZVPD basis

Each line ends with the Mulliken charge.
CARTESIAN COORDINATES (ANGSTROEM)
H: 2.31657 0.11414 -1.24859  0.28
N: 1.59223 -0.34668 -0.66883  -0.53
C: 0.42402 0.02361 -0.44445  0.25
S: -0.46852 1.38226 -1.31289  -0.22
C: -0.33020 -0.62611 0.71607  -0.20
N: -0.78525 -1.85448 0.20560  -0.07
O: -1.84946 -1.87791 -0.43231  -0.27
H: -1.54786 0.62277 -1.30332  0.15
H: 0.54666 -0.72236 1.42085  0.24
H: -1.17435 -0.00681 1.17284  0.37

Output
LUMO level (alpha / beta)	-0.0235 / -0.0235	Ha
HOMO energy (alpha / beta)	-9.4252 / -9.4272	eV
frontier orbital gap (alpha / beta)	8.79 / 8.79	eV



Stability, lowest: R